{
  "formula": "C4H9N",
  "method": "ωB97M-V/def2-TZVPD",
  "symbols": ["N", "C", "C", "C", "C", "H", "H", "H", "H", "H", "H", "H", "H", "H"],
  "coordinates": [[-0.760857, 0.466774, 1.641538], [0.197869, 0.489479, 0.575976], [0.468312, -0.985118, 0.152596], [0.479414, -0.626733, -1.281583], [-0.337465, 0.656381, -0.794919], [-1.607065, 0.335973, 1.046582], [-0.545030, 1.459654, 2.267015], [1.098344, 1.014423, 0.800011], [1.269508, -1.672236, 0.766756], [-0.545621, -1.575413, 0.356949], [0.149388, -1.335290, -2.012166], [1.429194, -0.185537, -1.310023], [-1.460298, 0.485140, -0.591124], [0.164306, 1.472503, -1.617607]],
  "atomic_forces_ev_per_a": [[1.061, 3.664, 1.908], [1.199, -2.637, 0.755], [-0.917, -3.911, 3.795], [-1.100, 0.996, 1.557], [0.434, 1.131, -4.483], [-0.162, 1.032, 2.078], [-2.115, -3.474, -2.488], [0.613, 0.488, 0.248], [-1.498, 1.757, -1.793], [1.857, 1.219, -0.111], [0.112, -0.052, -0.604], [1.707, 0.226, -1.752], [1.386, 0.678, -1.799], [-2.576, -1.117, 2.690]],
  "lowdin_charge": [-0.012, -0.509, -0.229, -0.190, -0.154, 0.056, 0.170, 0.129, 0.146, 0.133, 0.099, 0.078, 0.118, 0.164],
  "gap_ha": 0.3687,
  "largest_force_ev_per_a": 5.526,
  "lumo_ha": 0.0397,
  "total_charge": 0,
  "de_lowest_ev": 3.506,
  "smiles": "NC1CCC1"
}

***

{
  "formula": "C4H9N",
  "method": "ωB97M-V/def2-TZVPD",
  "symbols": ["C", "C", "N", "H", "H", "H", "H", "H", "C", "C", "H", "H", "H", "H"],
  "coordinates": [[-1.076810, 1.201908, -0.526300], [-1.610788, -0.025937, -0.301676], [-1.729015, -0.747685, 0.867001], [-0.797671, 1.683048, 0.415859], [-1.134774, 1.786359, -1.420851], [-2.307703, -0.399870, -1.087774], [-2.349986, -1.664389, 0.750914], [-1.136969, -0.820010, 1.582210], [2.062565, -0.025006, -0.712623], [2.077194, -0.305213, 0.608710], [1.990332, 0.977561, -1.049522], [1.835239, -0.816008, -1.463064], [2.404191, 0.445562, 1.310152], [1.774197, -1.290326, 1.026964]],
  "atomic_forces_ev_per_a": [[-0.475, -1.275, 2.387], [-1.245, 1.413, -1.730], [-5.132, -3.084, -3.706], [0.661, 0.261, -0.565], [-0.138, -0.208, -0.344], [0.992, -0.197, 0.427], [2.140, 2.936, 0.444], [3.096, 0.225, 3.021], [-1.096, -1.968, 1.202], [0.036, -0.502, -1.208], [0.773, 0.822, -0.357], [0.057, 0.708, 0.691], [-0.398, 0.228, 0.236], [0.730, 0.641, -0.498]],
  "lowdin_charge": [-0.054, -0.322, 0.040, 0.051, 0.033, 0.106, 0.150, 0.010, -0.091, -0.095, 0.027, 0.059, 0.034, 0.052],
  "gap_ha": 0.3308,
  "largest_force_ev_per_a": 7.041,
  "lumo_ha": 0.0382,
  "total_charge": 0,
  "de_lowest_ev": 2.425,
  "smiles": "C=CN.C=C"
}

***

{
  "formula": "C4H9N2",
  "method": "ωB97M-V/def2-TZVPD",
  "symbols": ["C", "C", "C", "C", "N", "N", "H", "H", "H", "H", "H", "H", "H", "H", "H"],
  "coordinates": [[-0.307761, 1.429830, 0.198669], [-0.942340, -0.267373, -0.619528], [-1.346601, -1.371091, 0.409684], [2.747844, 0.090028, -0.164152], [0.306968, 0.333338, -0.090389], [-1.559095, 1.101362, -0.234886], [0.042922, 2.328643, 0.750843], [-1.067224, -0.592330, -1.642480], [-2.308346, -0.906263, 0.870715], [-0.423415, -1.519314, 1.059067], [-1.374614, -2.359067, -0.053581], [2.867311, 0.992277, -0.842614], [2.816284, 0.391798, 0.888674], [3.008391, -0.866884, -0.648238], [-2.460321, 1.215050, 0.118222]],
  "atomic_forces_ev_per_a": [[-0.846, 0.724, 1.054], [-0.772, 0.002, 2.393], [0.400, 1.078, 0.095], [-1.330, 2.311, -1.170], [3.402, -0.047, -1.295], [2.646, -1.495, -1.909], [-0.326, -0.706, -0.623], [0.450, 0.513, -0.344], [1.739, -1.925, -0.198], [-1.727, 0.633, -0.008], [-1.052, 0.226, -0.119], [-0.376, -1.312, 0.753], [-0.144, -0.915, -0.351], [-0.662, 0.297, 0.807], [-1.402, 0.616, 0.914]],
  "lowdin_charge": [-0.146, -0.257, -0.027, 0.357, 0.062, 0.114, 0.157, 0.144, 0.118, 0.095, 0.072, 0.073, 0.057, 0.068, 0.113],
  "gap_ha": [0.2789, 0.2788],
  "largest_force_ev_per_a": 3.641,
  "lumo_ha": [-0.2376, -0.2376],
  "total_charge": 1,
  "de_lowest_ev": 5.714
}

***

{
  "formula": "C4H9N2",
  "method": "ωB97M-V/def2-TZVPD",
  "symbols": ["C", "C", "C", "N", "C", "N", "H", "H", "H", "H", "H", "H", "H", "H", "H"],
  "coordinates": [[-0.522004, 2.068727, -1.744490], [0.060517, 2.006074, -0.522302], [0.036490, 0.790997, 0.197986], [0.038707, -0.399595, -0.278102], [-0.009779, -1.839413, 0.413807], [0.427131, -1.861862, 1.672764], [-0.649164, 3.028010, -2.170394], [-0.877866, 1.162679, -2.119238], [0.567724, 2.781918, -0.022136], [-0.060192, 0.897190, 1.325238], [0.148352, -0.560286, -1.224080], [-1.125683, -1.933722, 0.226213], [0.675090, -2.507460, -0.201572], [-0.090247, -1.481299, 2.371502], [1.380924, -2.151959, 2.074803]],
  "atomic_forces_ev_per_a": [[1.391, 0.761, 2.880], [-0.507, -0.227, -2.283], [-0.249, -1.586, 2.329], [0.772, 0.039, 1.835], [-0.496, 0.143, -2.119], [3.625, -1.434, 1.772], [-0.078, 0.496, -0.994], [-1.009, -0.866, -1.055], [0.021, 1.239, 0.387], [0.377, -0.450, -1.319], [0.245, 0.248, -2.633], [1.319, -1.002, 0.616], [-1.339, 1.032, 0.217], [-2.036, 1.088, 2.230], [-2.036, 0.522, -1.862]],
  "lowdin_charge": [0.143, -0.098, -0.064, 0.106, -0.207, 0.045, 0.081, 0.060, 0.106, 0.173, 0.115, 0.157, 0.161, 0.052, 0.171],
  "gap_ha": 0.3493,
  "largest_force_ev_per_a": 4.282,
  "lumo_ha": -0.1780,
  "total_charge": 1,
  "de_lowest_ev": 2.570,
  "smiles": "C=C/C=[NH+]/CN"
}

***

{
  "formula": "C4H9N2",
  "method": "ωB97M-V/def2-TZVPD",
  "symbols": ["C", "C", "C", "C", "N", "N", "H", "H", "H", "H", "H", "H", "H", "H", "H"],
  "coordinates": [[0.973512, -0.725275, -0.148113], [1.466990, -2.182762, 1.734912], [-1.442613, 2.103401, -0.515615], [-0.402803, 1.129439, -1.042991], [1.207055, -1.925652, 0.457777], [-0.181599, -0.231425, -0.362630], [2.133281, -2.952334, 2.012593], [0.987890, -1.382748, 2.360016], [-2.253174, 1.699733, 0.076556], [-1.060933, 3.000179, 0.057906], [-2.030909, 2.501609, -1.333242], [-0.642207, 0.810085, -2.033563], [0.642439, 1.513830, -1.083289], [1.619085, -2.539285, -0.177348], [-1.016014, -0.818796, -0.002969]],
  "atomic_forces_ev_per_a": [[0.020, 2.421, -1.211], [-2.481, 3.154, -1.780], [-0.136, 1.096, 0.860], [1.456, -0.768, 0.222], [0.540, -0.945, 3.398], [-1.906, -1.115, 1.822], [0.213, -0.870, 0.341], [1.070, -1.253, 0.098], [0.149, -0.673, 0.481], [-0.033, -1.254, -0.626], [0.341, 0.178, -0.523], [-0.301, 0.040, -0.774], [-0.917, 0.010, 0.091], [0.935, -1.509, -1.511], [1.050, 1.488, -0.888]],
  "lowdin_charge": [-0.055, 0.175, -0.074, -0.162, 0.001, 0.044, 0.100, 0.134, 0.071, 0.105, 0.077, 0.108, 0.131, 0.142, 0.204],
  "gap_ha": [0.3127, 0.3126],
  "largest_force_ev_per_a": 4.390,
  "lumo_ha": [-0.1869, -0.1869],
  "total_charge": 1,
  "de_lowest_ev": 4.126
}

***

{
  "formula": "C4H9N2",
  "method": "ωB97M-V/def2-TZVPD",
  "symbols": ["C", "C", "C", "C", "N", "N", "H", "H", "H", "H", "H", "H", "H", "H", "H"],
  "coordinates": [[-1.373826, -0.014186, -0.114539], [-0.610118, -0.560273, 0.979139], [-2.609783, 0.503910, -0.670716], [2.254107, -0.181458, -0.619164], [-0.077307, 0.011097, -0.249619], [2.745593, 0.086171, 0.502112], [-0.470127, -0.043912, 1.894577], [-0.496442, -1.634239, 1.102565], [-3.239371, 1.174492, 0.015702], [-3.289243, -0.332591, -0.845535], [-2.418754, 0.894571, -1.603443], [2.238023, 0.567124, -1.419656], [1.752235, -1.094315, -0.852723], [3.109464, 1.106406, 0.557627], [2.485543, -0.482802, 1.323670]],
  "atomic_forces_ev_per_a": [[3.150, 0.863, 0.366], [-0.161, -1.751, 0.912], [-1.800, -0.785, 1.924], [-1.726, 0.105, -2.368], [-2.867, 0.773, -1.205], [0.894, 2.747, 1.496], [0.027, 0.765, 0.806], [-0.253, -0.163, -0.039], [1.433, -0.739, -0.831], [-0.005, -0.241, 0.083], [0.286, 1.414, -1.972], [0.529, -0.343, 0.288], [0.298, -0.667, 0.138], [-0.633, -2.496, 0.817], [0.827, 0.517, -0.417]],
  "lowdin_charge": [-0.235, -0.135, 0.003, 0.035, 0.094, 0.159, 0.082, 0.095, 0.141, 0.102, 0.058, 0.131, 0.100, 0.205, 0.165],
  "gap_ha": 0.3661,
  "largest_force_ev_per_a": 3.287,
  "lumo_ha": -0.1569,
  "total_charge": 1,
  "de_lowest_ev": 3.744
}

***

{
  "formula": "C4H9N2",
  "method": "ωB97M-V/def2-TZVPD",
  "symbols": ["C", "C", "C", "C", "N", "N", "H", "H", "H", "H", "H", "H", "H", "H", "H"],
  "coordinates": [[1.103533, 0.654355, -1.575047], [0.682657, -0.036657, -0.415312], [-0.833030, -0.586605, 1.535114], [-0.257198, -0.997494, 0.138217], [1.795906, 0.695164, -0.226142], [-0.045560, 1.443778, -1.252733], [1.626801, 0.473290, -2.390843], [-1.624513, 0.063297, 1.317557], [-0.234518, 0.132764, 2.066537], [-1.097586, -1.432273, 2.041049], [-1.116537, -1.287805, -0.606843], [0.506169, -1.925005, 0.338527], [2.617365, 0.202997, -0.066863], [-0.021051, 2.423129, -1.067199], [-0.904263, 1.084949, -1.649511]],
  "atomic_forces_ev_per_a": [[-1.814, 0.820, 4.142], [-1.131, -0.212, -0.552], [1.502, 1.902, -2.567], [0.816, -2.444, 0.580], [-1.518, 1.451, 0.449], [-0.526, -0.881, -0.763], [1.868, -0.800, -3.924], [-1.938, 0.397, -0.260], [1.058, -0.468, 0.506], [-0.770, -1.876, 1.616], [1.987, 0.430, 1.311], [-1.921, 1.692, -0.705], [2.088, -1.170, 0.181], [0.314, 0.813, 0.231], [-0.015, 0.345, -0.245]],
  "lowdin_charge": [-0.119, -0.220, -0.040, -0.128, 0.209, 0.196, 0.118, 0.064, 0.089, 0.054, 0.168, 0.199, 0.124, 0.143, 0.144],
  "gap_ha": 0.3916,
  "largest_force_ev_per_a": 4.595,
  "lumo_ha": -0.1523,
  "total_charge": 1,
  "de_lowest_ev": 4.992
}

***

{
  "formula": "C4H9N2",
  "method": "ωB97M-V/def2-TZVPD",
  "symbols": ["N", "C", "C", "N", "C", "C", "H", "H", "H", "H", "H", "H", "H", "H", "H"],
  "coordinates": [[1.840114, 0.303456, -0.028256], [0.544845, -0.456195, 0.381021], [-0.327294, -1.093401, -0.624851], [-1.585184, -0.416360, 0.046275], [-1.723688, 0.979606, -0.291838], [-0.581281, 0.231044, 0.937438], [2.420191, 0.244718, 0.810077], [1.724959, 1.319599, -0.210499], [2.170666, -0.154414, -0.875387], [0.985533, -1.163421, 1.073132], [-0.269898, -0.867355, -1.763704], [-0.541159, -2.202092, -0.403363], [-2.573640, 1.480247, 0.095987], [-1.285535, 1.295739, -1.133375], [-0.798624, 0.498827, 1.987336]],
  "atomic_forces_ev_per_a": [[-0.977, 0.974, 0.150], [1.869, 0.006, 0.591], [-3.411, -1.122, -2.213], [0.249, -1.134, -0.436], [2.367, -3.655, 4.356], [-3.541, 3.711, -0.191], [0.693, -0.186, -0.632], [-0.330, -0.665, -0.093], [0.805, 0.037, 0.246], [-0.144, -0.405, 0.161], [0.220, -0.453, 1.996], [0.842, 1.664, -0.736], [-0.428, 0.301, 0.632], [1.610, 1.317, -3.052], [0.175, -0.389, -0.779]],
  "lowdin_charge": [0.242, -0.305, -0.072, -0.083, 0.068, -0.117, 0.168, 0.182, 0.166, 0.156, 0.159, 0.158, 0.098, 0.044, 0.136],
  "gap_ha": 0.3296,
  "largest_force_ev_per_a": 6.159,
  "lumo_ha": -0.1417,
  "total_charge": 1,
  "de_lowest_ev": 4.768,
  "smiles": "[NH3+][C@@H]1CN2C[C@H]12"
}

***

{
  "formula": "C4H9N2",
  "method": "ωB97M-V/def2-TZVPD",
  "symbols": ["C", "C", "C", "C", "N", "N", "H", "H", "H", "H", "H", "H", "H", "H", "H"],
  "coordinates": [[1.093447, 0.732534, -0.313611], [1.499221, -0.448593, 0.360577], [1.419644, 2.006034, -1.070924], [-2.218148, -1.870310, 0.345904], [0.085956, 0.061796, 0.004849], [-2.258620, -0.645137, 0.682657], [1.993056, -1.240400, -0.295005], [1.756703, -0.305227, 1.394832], [1.159984, 1.909577, -2.052610], [2.439861, 2.171590, -0.935679], [0.772895, 2.767451, -0.663221], [-2.720235, -2.581537, 0.970792], [-2.045307, -2.048563, -0.734650], [-2.711880, -0.330797, 1.562444], [-0.977863, -0.137066, 0.034670]],
  "atomic_forces_ev_per_a": [[-1.051, 2.524, -1.897], [0.538, -1.323, -0.638], [-0.984, -1.548, 3.333], [-2.223, 1.231, -0.310], [2.229, -0.346, -0.380], [0.277, 0.359, -0.235], [-0.965, 0.797, 1.294], [0.214, -0.552, 0.266], [-0.573, -0.501, -2.803], [1.564, 0.748, 0.049], [0.071, 0.500, 0.260], [0.104, -0.923, 0.076], [0.820, -0.454, 0.885], [0.630, -0.865, -0.477], [-0.654, 0.350, 0.576]],
  "lowdin_charge": [-0.202, 0.048, 0.071, -0.028, 0.221, 0.007, 0.150, 0.112, 0.071, 0.078, 0.109, 0.081, 0.106, 0.113, 0.064],
  "gap_ha": 0.4031,
  "largest_force_ev_per_a": 3.805,
  "lumo_ha": -0.1444,
  "total_charge": 1,
  "de_lowest_ev": 4.037
}

***

{
  "formula": "C4H9N2",
  "method": "ωB97M-V/def2-TZVPD",
  "symbols": ["C", "C", "N", "C", "N", "C", "H", "H", "H", "H", "H", "H", "H", "H", "H"],
  "coordinates": [[1.963205, 0.307225, -1.989831], [1.516200, 1.326499, -1.270414], [0.440241, 1.316128, -0.477170], [-0.477006, 0.436956, -0.472561], [-1.296212, 0.316494, 0.798150], [-1.043955, -1.084756, 1.346066], [2.745377, 0.262540, -2.630189], [1.435921, -0.616292, -1.787872], [1.954524, 2.327446, -1.528551], [-0.603698, -0.445031, -1.102094], [-0.940551, 1.076987, 1.509323], [-2.240312, 0.444472, 0.510107], [-2.023737, -1.269965, 1.883377], [-0.809924, -1.752091, 0.509562], [-0.270038, -1.129469, 2.119208]],
  "atomic_forces_ev_per_a": [[-2.795, -1.136, 2.508], [2.301, 2.357, -3.859], [-3.212, -1.575, 2.582], [2.020, 1.173, 0.768], [3.278, 1.090, 0.362], [-2.096, 0.238, 1.221], [2.301, 0.323, -1.755], [0.331, -0.497, -0.253], [-0.449, -0.851, 0.999], [-0.225, 0.307, -0.253], [-1.102, -1.513, -1.843], [-1.264, 0.184, 0.388], [1.225, -0.656, -0.787], [-0.392, 0.058, 0.435], [0.078, 0.498, -0.514]],
  "lowdin_charge": [0.099, -0.226, 0.082, -0.110, 0.036, 0.017, 0.043, 0.063, 0.136, 0.140, 0.235, 0.152, 0.126, 0.097, 0.110],
  "gap_ha": 0.3387,
  "largest_force_ev_per_a": 5.073,
  "lumo_ha": -0.1617,
  "total_charge": 1,
  "de_lowest_ev": 3.204,
  "smiles": "C=C/N=C/[NH2+]C"
}